No. 1
Molecular formula: C4H10N2O2
Method: DFT, ωB97M-V/def2-TZVPD

```
! wB97M-V def2-TZVPD RIJCOSX def2/J DEFGRID3
* xyz 0 1
C 2.14599 0.19776 0.05986
C 3.74315 -0.06831 0.02316
C -2.10884 -0.05825 -0.03140
C -3.60965 -0.08701 0.09198
H 0.48908 -1.17664 0.18142
H 1.96832 -1.78412 -0.16162
H 3.96169 0.68083 -0.76658
H 3.94698 -1.21288 -0.68545
H 4.24861 -0.00560 1.11150
H -0.45187 1.42425 -0.23308
H -2.14534 1.87939 -0.18076
H -4.16832 0.86063 0.28005
H -3.86562 -0.84965 0.87279
H -4.14377 -0.20171 -0.86682
N 1.49139 -0.92635 0.08356
N -1.49679 1.15245 0.01009
O 1.49651 1.27546 0.15906
O -1.50151 -1.10025 0.05224
*
```

LUMO = 0.80 eV
Energy = -11384.5280 eV
Highest occupied orbital energy = -9.701 eV
Kohn-Sham gap = 0.3861 hartree

=====

No. 2
Molecular formula: C4H11NO2
Method: DFT, ωB97M-V/def2-TZVPD

```
! wB97M-V def2-TZVPD RIJCOSX def2/J DEFGRID3
* xyz 0 1
C 0.54264 0.32564 -1.30324
C 0.42553 0.43214 0.20150
N -0.90819 0.14104 0.69952
C 1.42432 -0.47799 0.91360
C 1.44269 -0.21627 2.41106
O 2.45875 -0.04077 3.02153
H 0.47936 -0.71814 -1.63748
H 1.50658 0.69513 -1.68767
H -0.23593 0.90857 -1.79894
H 0.63230 1.45627 0.50708
H -1.65026 0.70246 0.31618
H -1.14915 -0.83859 0.68792
H 2.42394 -0.24466 0.56929
H 1.17854 -1.52177 0.69039
H 0.45525 -0.13548 2.88424
O -3.20944 0.07419 -1.91608
H -3.22363 -0.88632 -1.95538
H -2.59330 0.34456 -2.60352
*
```

SMILES = C[C@@H](N)CC=O.O
LUMO = 0.60 eV
Energy = -9911.0698 eV
Highest occupied orbital energy = -9.081 eV
Kohn-Sham gap = 0.3558 hartree

=====

No. 3
Molecular formula: C16H35FO15Si2
Method: DFT, ωB97M-V/def2-TZVPD

```
! wB97M-V def2-TZVPD RIJCOSX def2/J DEFGRID3
* xyz 0 1
O 5.53232 0.98581 3.77212
C 5.82667 1.29576 2.71211
O 7.06003 0.98709 2.19761
C 4.94296 2.01892 1.76153
Si 3.69912 3.20554 2.54828
O 2.84020 2.59443 3.84303
Si 1.63584 1.47860 3.53818
C 2.26120 -0.10418 2.69765
C 1.97421 -0.21434 1.20276
F 1.74331 1.00703 0.61034
H 7.08712 0.02311 2.16472
H 5.54688 2.60367 1.08484
H 4.43137 1.27901 1.16269
H 2.79006 3.65443 1.47652
H 4.42263 4.38923 3.04971
H 0.49544 2.05388 2.80387
H 1.10324 1.07036 4.85480
H 1.72119 -0.90480 3.17073
H 3.31850 -0.18803 2.90191
H 1.09798 -0.81723 1.05784
H 2.81855 -0.66948 0.71224
C -4.93183 0.18370 -0.00134
O -4.19136 1.40035 -0.15590
C -2.87548 1.26723 0.00501
O -2.29450 0.24201 0.25874
O -2.31164 2.46291 -0.16540
C -0.88809 2.46326 -0.01725
H -5.97988 0.42617 -0.15811
H -4.62481 -0.55103 -0.74402
H -4.80649 -0.21773 1.00236
H -0.42298 1.81728 -0.75841
H -0.60771 2.14758 0.98245
H -0.55042 3.48396 -0.17469
C -2.93824 -2.71104 -6.48702
O -2.24766 -1.58505 -5.94437
C -2.53726 -1.32610 -4.66770
O -3.30388 -1.94695 -3.97776
O -1.83154 -0.25996 -4.29072
C -2.04357 0.13112 -2.93278
H -2.61440 -2.80848 -7.51929
H -2.68094 -3.61844 -5.94378
H -4.01445 -2.55027 -6.46296
H -1.74698 -0.66016 -2.24830
H -3.08683 0.40099 -2.77147
H -1.42208 1.00441 -2.75480
C -11.72611 0.72540 -1.21088
O -10.99446 1.94179 -1.37032
C -9.67711 1.81644 -1.20792
O -9.09084 0.79670 -0.94784
O -9.12040 3.01503 -1.38160
C -7.70010 3.02106 -1.23582
H -12.77319 0.96784 -1.36777
H -11.41427 -0.01047 -1.94968
H -11.59717 0.32817 -0.20581
H -7.23466 2.37557 -1.97876
H -7.41581 2.71012 -0.23201
H -7.36282 4.04076 -1.39612
C 8.97117 -2.05311 3.17579
O 8.78576 -2.58885 1.86358
C 9.06032 -3.89188 1.75667
O 9.43554 -4.60844 2.64633
O 8.84455 -4.25640 0.49219
C 9.10008 -5.63683 0.22611
H 8.71881 -0.99756 3.12731
H 8.31019 -2.54257 3.88885
H 10.00706 -2.15111 3.49335
H 8.44754 -6.27053 0.82368
H 10.14285 -5.87911 0.42163
H 8.88728 -5.79655 -0.82693
*
```

LUMO = 0.34 eV
Energy = -66346.8444 eV
Highest occupied orbital energy = -10.812 eV
Kohn-Sham gap = 0.4100 hartree

=====

No. 4
Molecular formula: C12H11N4O4S
Method: DFT, ωB97M-V/def2-TZVPD

```
! wB97M-V def2-TZVPD RIJCOSX def2/J DEFGRID3
* xyz -1 1
C -3.53152 0.60143 2.89582
O -2.70920 -0.52696 2.71014
C -1.37588 -0.30882 2.97128
C -0.54068 -1.43923 3.12772
C 0.77266 -1.30435 3.47435
C 1.33876 -0.02906 3.65013
S 2.93801 0.13916 4.06639
C 0.52573 1.10275 3.45846
C -0.79093 0.97050 3.12149
H -4.57134 0.27291 2.90639
H -3.30053 1.06814 3.85420
H -3.38635 1.31102 2.08091
H -0.97708 -2.41224 2.98547
H 1.38823 -2.17414 3.63304
H 0.95822 2.08058 3.59204
H -1.38697 1.84925 2.95119
C 0.83884 2.88839 -1.56657
O 1.97509 2.83084 -2.37618
C 2.79978 1.75618 -2.06393
N 3.91541 1.67713 -2.76785
C 4.68011 0.60256 -2.49018
N 5.84309 0.21073 -3.05669
O 6.27984 -0.90526 -2.48854
N 5.34340 -1.21618 -1.56429
O 5.37673 -2.23414 -0.81430
C 4.31297 -0.29839 -1.51668
C 3.13266 -0.10671 -0.82264
N 2.36932 0.91275 -1.08607
H 0.25354 3.76913 -1.84258
H 0.24712 1.98291 -1.71224
H 1.16058 2.95906 -0.52681
H 2.81428 -0.80718 -0.06737
*
```

LUMO = 0.55 eV
Energy = -37603.1523 eV
Highest occupied orbital energy = -2.525 eV
Kohn-Sham gap = 0.1130 hartree

=====

No. 5
Molecular formula: C10H18F4O3S3
Method: DFT, ωB97M-V/def2-TZVPD

```
! wB97M-V def2-TZVPD RIJCOSX def2/J DEFGRID3
* xyz 0 1
O -1.89197 2.88706 1.38750
S -1.03670 1.96247 0.71161
O 0.30371 2.07672 1.19913
F -1.49055 0.38533 0.95318
S -0.87672 2.60775 -1.40926
C -2.27020 2.08636 -2.45147
C -3.48608 1.44104 -1.72548
C -3.97410 0.15789 -2.49909
S -3.97958 -1.35593 -1.46502
C 0.54955 1.65462 -2.02736
C 0.22704 0.13296 -2.21872
C 1.27713 -0.75001 -1.57909
F 2.60747 -0.50075 -1.69858
C 0.88120 -1.85231 -0.86272
F 0.96467 -1.89067 0.43159
F 0.38045 -2.89687 -1.46486
H -1.89954 1.43698 -3.25960
H -2.63144 2.99067 -2.96931
H -4.32970 2.14609 -1.73840
H -3.31828 1.13942 -0.68518
H -5.00989 0.30945 -2.84037
H -3.38206 -0.04637 -3.40147
H -4.53664 -0.93446 -0.30209
H 0.96443 2.12930 -2.92593
H 1.34568 1.71331 -1.26148
H 0.08367 -0.05838 -3.30145
H -0.71157 -0.06306 -1.67620
C 3.13547 -0.31284 3.91138
C 3.86769 -1.64504 3.59500
C 2.81216 -2.68153 3.14575
O 4.44688 -2.07839 4.71392
H 2.39722 -0.43288 4.70600
H 3.84281 0.45937 4.21644
H 2.60889 0.05213 3.01931
H 4.50206 -1.44354 2.70775
H 2.06151 -2.86478 3.91724
H 3.27752 -3.63563 2.89268
H 2.28779 -2.32545 2.25465
*
```

LUMO = -3.78 eV
Energy = -60168.1958 eV
Highest occupied orbital energy = -5.617 eV
Kohn-Sham gap = 0.0674 hartree

=====

Please write out number 5 again, unchanged.
Molecular formula: C10H18F4O3S3
Method: DFT, ωB97M-V/def2-TZVPD

```
! wB97M-V def2-TZVPD RIJCOSX def2/J DEFGRID3
* xyz 0 1
O -1.89197 2.88706 1.38750
S -1.03670 1.96247 0.71161
O 0.30371 2.07672 1.19913
F -1.49055 0.38533 0.95318
S -0.87672 2.60775 -1.40926
C -2.27020 2.08636 -2.45147
C -3.48608 1.44104 -1.72548
C -3.97410 0.15789 -2.49909
S -3.97958 -1.35593 -1.46502
C 0.54955 1.65462 -2.02736
C 0.22704 0.13296 -2.21872
C 1.27713 -0.75001 -1.57909
F 2.60747 -0.50075 -1.69858
C 0.88120 -1.85231 -0.86272
F 0.96467 -1.89067 0.43159
F 0.38045 -2.89687 -1.46486
H -1.89954 1.43698 -3.25960
H -2.63144 2.99067 -2.96931
H -4.32970 2.14609 -1.73840
H -3.31828 1.13942 -0.68518
H -5.00989 0.30945 -2.84037
H -3.38206 -0.04637 -3.40147
H -4.53664 -0.93446 -0.30209
H 0.96443 2.12930 -2.92593
H 1.34568 1.71331 -1.26148
H 0.08367 -0.05838 -3.30145
H -0.71157 -0.06306 -1.67620
C 3.13547 -0.31284 3.91138
C 3.86769 -1.64504 3.59500
C 2.81216 -2.68153 3.14575
O 4.44688 -2.07839 4.71392
H 2.39722 -0.43288 4.70600
H 3.84281 0.45937 4.21644
H 2.60889 0.05213 3.01931
H 4.50206 -1.44354 2.70775
H 2.06151 -2.86478 3.91724
H 3.27752 -3.63563 2.89268
H 2.28779 -2.32545 2.25465
*
```

LUMO = -3.78 eV
Energy = -60168.1958 eV
Highest occupied orbital energy = -5.617 eV
Kohn-Sham gap = 0.0674 hartree